98
Properties=species:S:1:pos:R:3 method="wB97M-V/def2-TZVPD" homo_energy_ev=-10.0 smiles="CCOC(C)=O.CCOC(C)=O.CCOC(C)=O.CCOC(C)=O.CCOC(C)=O.CCOC(C)=O.CCOC(C)=O" gap_ev=10.32 lumo_energy_ha=0.0131 de_lowest_kcal_mol=256.4
C -33.59 -31.92 21.48
C -32.48 -32.11 20.47
O -31.58 -33.18 20.82
C -30.72 -33.63 20.04
C -30.11 -34.92 20.52
O -30.44 -33.08 18.86
H -33.20 -31.57 22.40
H -34.03 -32.84 21.69
H -34.46 -31.33 21.10
H -32.78 -32.27 19.38
H -31.81 -31.36 20.56
H -29.32 -35.13 19.82
H -30.86 -35.68 20.52
H -29.49 -34.90 21.39
C -38.80 -36.59 24.45
C -38.11 -35.63 25.40
O -38.10 -36.10 26.71
C -37.33 -35.60 27.55
C -37.33 -36.47 28.79
O -36.69 -34.65 27.41
H -38.27 -37.58 24.45
H -38.89 -36.48 23.35
H -39.83 -36.91 24.86
H -37.21 -35.44 25.00
H -38.57 -34.68 25.35
H -36.46 -37.24 28.74
H -38.26 -36.99 29.03
H -37.25 -35.85 29.71
C -33.20 -34.37 24.28
C -33.00 -35.55 25.29
O -34.06 -36.44 25.05
C -34.38 -37.39 25.88
C -35.32 -38.45 25.35
O -33.80 -37.64 27.02
H -32.44 -33.70 24.54
H -34.23 -34.13 24.13
H -33.05 -34.85 23.35
H -32.20 -36.14 25.14
H -33.28 -35.10 26.31
H -35.14 -39.53 25.66
H -35.14 -38.56 24.23
H -36.22 -37.77 25.27
C -36.75 -40.72 22.01
C -37.07 -39.51 21.14
O -36.27 -38.35 21.46
C -36.77 -37.12 21.33
C -35.74 -36.01 21.76
O -37.94 -36.83 21.19
H -37.21 -40.69 22.91
H -35.64 -40.90 22.27
H -36.92 -41.61 21.41
H -36.75 -39.83 20.09
H -38.14 -39.18 21.06
H -35.78 -35.88 22.89
H -36.25 -35.11 21.16
H -34.90 -36.31 21.51
C -24.93 -31.46 26.14
C -26.31 -30.99 26.03
O -27.00 -31.36 24.84
C -28.36 -31.17 24.85
C -28.97 -31.69 23.64
O -29.13 -30.58 25.70
H -24.94 -32.49 25.75
H -24.65 -31.36 27.15
H -24.09 -30.81 25.43
H -26.88 -31.29 26.81
H -26.34 -29.99 25.96
H -28.70 -32.70 23.84
H -28.63 -31.27 22.80
H -30.26 -31.89 23.78
C -34.43 -42.58 24.66
C -33.10 -42.01 24.20
O -33.30 -40.88 23.39
C -32.38 -40.10 23.21
C -32.72 -38.94 22.28
O -31.15 -40.32 23.41
H -34.99 -42.94 23.83
H -34.93 -41.65 24.97
H -34.38 -43.60 25.24
H -32.52 -41.81 25.13
H -32.44 -42.81 23.81
H -32.21 -38.01 22.45
H -33.76 -38.91 22.46
H -32.55 -39.20 21.26
C -27.59 -34.46 27.75
C -29.05 -34.04 27.49
O -29.86 -34.99 28.22
C -31.14 -34.94 28.35
C -31.66 -36.06 29.11
O -31.76 -33.93 27.97
H -27.07 -34.33 28.69
H -26.84 -33.93 27.15
H -27.38 -35.40 27.56
H -28.95 -32.95 27.78
H -29.41 -34.00 26.55
H -31.33 -36.25 30.23
H -31.40 -37.08 28.58
H -32.80 -36.00 28.92